{"formula": "C100H213N13O12", "method": "ωB97M-V with the def2-TZVPD basis set", "charge": 0, "de_lowest_kj_mol": 278.6, "fmax_ev_per_a": 4.69, "smiles": "CC1(C)CCCC(C)(C)N1O.CC1(C)CCCC(C)(C)N1O.CC1(C)CCCC(C)(C)N1O.CC1(C)CCCC(C)(C)N1O.CC1(C)CCCC(C)(C)N1O.CC1(C)CCCC(C)(C)N1O.CC1(C)CCCC(C)(C)N1O.CC1(C)CCCC(C)(C)N1O.CC1(C)CCCC(C)(C)N1O.CC1(C)CCCC(C)(C)N1O.CC1(C)CCCC(C)(C)N1O.NC(N)=O", "symbols": ["C", "C", "C", "C", "C", "C", "C", "C", "C", "N", "O", "H", "H", "H", "H", "H", "H", "H", "H", "H", "H", "H", "H", "H", "H", "H", "H", "H", "H", "H", "C", "C", "C", "C", "C", "C", "C", "C", "C", "N", "O", "H", "H", "H", "H", "H", "H", "H", "H", "H", "H", "H", "H", "H", "H", "H", "H", "H", "H", "H", "C", "C", "C", "C", "C", "C", "C", "C", "C", "N", "O", "H", "H", "H", "H", "H", "H", "H", "H", "H", "H", "H", "H", "H", "H", "H", "H", "H", "H", "H", "C", "C", "C", "C", "C", "C", "C", "C", "C", "N", "O", "H", "H", "H", "H", "H", "H", "H", "H", "H", "H", "H", "H", "H", "H", "H", "H", "H", "H", "H", "C", "C", "C", "C", "C", "C", "C", "C", "C", "N", "O", "H", "H", "H", "H", "H", "H", "H", "H", "H", "H", "H", "H", "H", "H", "H", "H", "H", "H", "H", "C", "C", "C", "C", "C", "C", "C", "C", "C", "N", "O", "H", "H", "H", "H", "H", "H", "H", "H", "H", "H", "H", "H", "H", "H", "H", "H", "H", "H", "H", "C", "C", "C", "C", "C", "C", "C", "C", "C", "N", "O", "H", "H", "H", "H", "H", "H", "H", "H", "H", "H", "H", "H", "H", "H", "H", "H", "H", "H", "H", "C", "C", "C", "C", "C", "C", "C", "C", "C", "N", "O", "H", "H", "H", "H", "H", "H", "H", "H", "H", "H", "H", "H", "H", "H", "H", "H", "H", "H", "H", "C", "C", "C", "C", "C", "C", "C", "C", "C", "N", "O", "H", "H", "H", "H", "H", "H", "H", "H", "H", "H", "H", "H", "H", "H", "H", "H", "H", "H", "H", "C", "C", "C", "C", "C", "C", "C", "C", "C", "N", "O", "H", "H", "H", "H", "H", "H", "H", "H", "H", "H", "H", "H", "H", "H", "H", "H", "H", "H", "H", "C", "C", "C", "C", "C", "C", "C", "C", "C", "N", "O", "H", "H", "H", "H", "H", "H", "H", "H", "H", "H", "H", "H", "H", "H", "H", "H", "H", "H", "H", "N", "C", "N", "O", "H", "H", "H", "H"], "coordinates": [[-3.4860, 6.4864, 3.0034], [-3.8234, 5.0420, 3.4363], [-3.9705, 4.1530, 2.1943], [-2.7287, 4.5172, 4.2478], [-2.9292, 3.1802, 5.0804], [-4.2775, 3.1857, 5.7964], [-5.4325, 3.6581, 4.8861], [-5.6964, 2.3928, 3.9841], [-6.7343, 3.7675, 5.7383], [-5.0964, 4.9413, 4.2393], [-6.1746, 5.4410, 3.5462], [-4.0728, 6.7367, 2.1196], [-3.8906, 7.2082, 3.7130], [-2.4087, 6.5411, 2.8465], [-3.4163, 4.5781, 1.3575], [-3.6457, 3.1379, 2.4229], [-4.9821, 4.0706, 1.7967], [-1.7691, 4.4269, 3.7388], [-2.4683, 5.2619, 4.9999], [-2.7113, 2.3751, 4.3787], [-2.2262, 2.8735, 5.8549], [-4.2184, 3.9311, 6.5894], [-4.3531, 2.2587, 6.3647], [-6.0916, 2.7303, 3.0260], [-6.2297, 1.5670, 4.4550], [-4.7975, 1.8240, 3.7465], [-6.7370, 4.7165, 6.2746], [-6.7391, 2.9041, 6.4036], [-7.5834, 3.7904, 5.0551], [-6.5036, 6.1832, 4.0586], [4.8486, -7.4103, -1.7441], [4.0119, -6.1756, -2.2379], [3.0929, -6.5684, -3.3829], [3.0565, -5.7461, -1.1174], [3.7264, -5.0311, 0.0217], [4.5697, -3.8160, -0.5029], [5.5201, -4.1634, -1.6853], [5.9421, -2.7536, -2.3821], [6.8736, -4.8021, -1.1856], [4.7666, -4.9667, -2.6684], [5.4979, -5.2646, -3.7897], [5.3299, -7.2309, -0.7827], [4.2357, -8.3076, -1.6590], [5.6752, -7.6931, -2.3959], [3.5944, -7.0978, -4.1931], [2.3606, -7.3650, -3.2508], [2.5859, -5.7896, -3.9525], [2.3237, -5.1421, -1.6526], [2.4654, -6.5408, -0.6622], [2.9651, -4.7327, 0.7424], [4.3849, -5.6426, 0.6386], [5.1142, -3.5463, 0.4021], [3.8173, -3.0958, -0.8242], [6.5175, -2.2590, -1.5995], [5.0420, -2.2005, -2.6505], [6.5265, -2.8189, -3.3000], [7.4260, -4.1562, -0.5031], [7.5980, -4.8106, -2.0000], [6.8403, -5.7620, -0.6702], [4.9071, -4.9198, -4.4632], [3.3557, 5.5719, -2.9081], [2.9043, 5.6251, -4.3923], [2.8642, 7.0804, -4.9119], [4.0097, 4.9974, -5.2454], [4.0237, 3.4848, -5.0965], [2.6088, 2.9491, -5.5298], [1.3852, 3.5393, -4.7253], [0.1230, 3.2297, -5.5479], [1.3789, 2.8247, -3.4133], [1.6036, 5.0169, -4.6012], [0.5687, 5.6876, -3.9402], [4.3004, 6.1089, -2.8232], [2.5796, 6.1407, -2.3958], [3.4747, 4.5343, -2.5964], [2.2740, 7.3026, -5.8009], [2.6147, 7.9368, -4.2855], [3.8964, 7.3309, -5.1566], [3.8960, 5.3948, -6.2540], [4.9675, 5.2773, -4.8067], [4.8816, 3.1173, -5.6595], [4.3775, 3.1868, -4.1095], [2.4634, 1.8726, -5.6192], [2.4290, 3.2693, -6.5561], [-0.8108, 3.6726, -5.2015], [0.0223, 2.1475, -5.6301], [0.0841, 3.5958, -6.5738], [2.3325, 2.9916, -2.9125], [1.3602, 1.7368, -3.4780], [0.6126, 3.2171, -2.7448], [0.6601, 5.3797, -3.0356], [2.2608, 4.6477, 4.0866], [2.6494, 4.7161, 5.5541], [3.4002, 6.0964, 5.6814], [1.3154, 4.7094, 6.4084], [0.7676, 3.2959, 6.5938], [1.8232, 2.4322, 7.3096], [3.0930, 2.3249, 6.3858], [4.0828, 1.6965, 7.3255], [2.8549, 1.4634, 5.1331], [3.5958, 3.6375, 5.9609], [4.8758, 3.7299, 5.3791], [1.6220, 3.7726, 3.9675], [1.5615, 5.3687, 3.6633], [3.0771, 4.4547, 3.3905], [3.7102, 6.2127, 6.7199], [4.2508, 6.2467, 5.0165], [2.7060, 6.9190, 5.5093], [1.5101, 5.2269, 7.3477], [0.6811, 5.3332, 5.7787], [-0.0140, 3.4048, 7.3457], [0.2970, 2.8119, 5.7380], [1.5723, 1.4283, 7.6522], [1.9745, 2.8847, 8.2896], [4.3432, 2.3137, 8.1854], [5.0435, 1.5625, 6.8283], [3.8529, 0.6964, 7.6932], [1.9671, 1.7549, 4.5719], [2.8941, 0.3878, 5.3050], [3.8088, 1.6492, 4.6395], [5.3742, 4.2548, 6.0098], [7.1444, 2.6555, -2.2966], [6.5591, 1.7384, -1.1590], [5.3132, 1.0408, -1.7609], [7.6004, 0.6520, -0.8415], [7.5562, 0.0338, 0.5216], [7.4133, 1.0588, 1.6506], [6.1395, 2.0778, 1.4222], [4.8650, 1.2993, 1.6851], [6.3874, 3.2009, 2.4071], [6.2450, 2.5875, 0.0507], [5.2274, 3.4945, -0.1708], [6.4108, 3.2462, -2.8452], [7.8471, 3.3876, -1.8985], [7.5983, 2.0916, -3.1115], [4.5685, 1.7521, -2.1180], [5.6193, 0.6721, -2.7399], [4.8037, 0.2639, -1.1908], [7.4530, -0.1328, -1.5834], [8.6081, 1.0113, -1.0504], [6.7689, -0.7162, 0.5974], [8.5243, -0.4443, 0.6705], [8.3519, 1.5824, 1.8323], [7.3185, 0.5973, 2.6336], [5.0729, 0.6696, 2.5501], [4.4978, 0.6890, 0.8599], [4.0247, 1.9879, 1.7728], [6.4398, 2.9082, 3.4558], [5.6003, 3.9500, 2.3206], [7.3384, 3.6573, 2.1327], [5.7460, 4.3021, -0.1926], [0.2162, -1.9960, -6.3686], [1.7033, -1.7238, -6.1108], [1.7763, -0.7960, -4.9309], [2.4316, -3.0568, -5.7632], [3.9946, -2.9767, -5.8704], [4.4882, -2.4099, -7.2547], [3.7482, -1.1258, -7.6848], [4.3217, 0.0929, -6.9018], [3.9831, -0.9778, -9.2279], [2.2894, -1.2893, -7.3875], [1.6675, -0.1355, -7.8595], [-0.3572, -1.0957, -6.5893], [0.1091, -2.6205, -7.2555], [-0.2302, -2.5060, -5.5149], [1.0920, -1.1773, -4.1729], [2.8063, -0.5656, -4.6585], [1.2429, 0.1021, -5.2423], [2.2090, -3.3040, -4.7252], [2.0437, -3.8834, -6.3585], [4.3869, -2.2908, -5.1195], [4.3326, -4.0092, -5.7812], [4.3871, -3.1140, -8.0806], [5.5588, -2.2262, -7.3445], [5.3386, 0.3525, -7.1964], [4.2916, 0.0659, -5.8126], [3.8174, 1.0396, -7.0950], [5.0571, -1.0769, -9.3852], [3.7341, 0.0425, -9.5195], [3.4351, -1.7574, -9.7572], [1.1110, -0.4930, -8.5552], [-7.6027, -1.7185, -0.3642], [-6.7156, -1.7996, 0.8276], [-5.6926, -0.6600, 0.6861], [-7.5803, -1.5155, 2.0000], [-6.9583, -1.8352, 3.2849], [-6.5804, -3.3233, 3.2967], [-5.7314, -3.7950, 2.0951], [-4.2083, -3.3547, 2.2981], [-5.8020, -5.3866, 1.9927], [-6.1583, -3.2103, 0.8729], [-5.2998, -3.4128, -0.2041], [-8.0189, -0.7315, -0.5657], [-7.1527, -2.0162, -1.3113], [-8.4025, -2.4532, -0.2713], [-5.1347, -0.3785, 1.5793], [-4.8691, -0.8911, 0.0104], [-6.1278, 0.2740, 0.3307], [-7.9668, -0.4963, 2.0045], [-8.5091, -2.0858, 1.9875], [-6.0634, -1.2252, 3.4084], [-7.6908, -1.7189, 4.0837], [-7.4850, -3.9269, 3.2232], [-6.1647, -3.6403, 4.2531], [-3.5277, -3.4495, 1.4520], [-3.7084, -3.9271, 3.0795], [-4.1041, -2.2712, 2.3559], [-5.5953, -5.7542, 0.9876], [-6.8395, -5.6816, 2.1501], [-5.0043, -5.8317, 2.5874], [-5.7238, -4.1657, -0.6225], [-3.4268, -1.6663, 7.8313], [-2.5682, -1.5355, 6.5564], [-3.4466, -1.7311, 5.3294], [-1.8243, -0.1291, 6.4156], [-0.7596, 0.0599, 7.4852], [0.2161, -1.0641, 7.2701], [-0.3236, -2.5025, 7.3791], [0.7507, -3.4042, 6.7039], [-0.4622, -2.9680, 8.8810], [-1.5689, -2.6458, 6.4951], [-2.1168, -3.9407, 6.5529], [-3.5182, -2.7114, 8.1270], [-3.0304, -1.3079, 8.7813], [-4.4418, -1.2962, 7.6870], [-2.9851, -1.7288, 4.3419], [-4.0055, -2.6633, 5.4116], [-4.1009, -0.8606, 5.2813], [-1.6267, 0.2304, 5.4058], [-2.6535, 0.5072, 6.7252], [-0.3776, 1.0387, 7.1953], [-1.1147, 0.1508, 8.5117], [0.9359, -0.9037, 8.0728], [0.6763, -0.7945, 6.3195], [0.8975, -3.0677, 5.6776], [0.4107, -4.4380, 6.7647], [1.6511, -3.3174, 7.3121], [-1.0717, -2.2484, 9.4276], [0.4714, -3.1862, 9.3996], [-1.0127, -3.9062, 8.9492], [-1.3543, -4.3141, 6.1049], [-2.5431, -3.2546, -3.0238], [-2.2001, -4.7449, -3.0230], [-0.6335, -4.8790, -2.6995], [-2.9984, -5.4005, -1.8179], [-3.0436, -6.9198, -1.9146], [-3.6088, -7.1730, -3.2860], [-2.8288, -6.6349, -4.4982], [-1.5580, -7.4314, -4.6465], [-3.7475, -6.8374, -5.7462], [-2.6402, -5.2560, -4.3095], [-1.9317, -4.6442, -5.3729], [-2.3487, -2.7649, -2.0696], [-1.8454, -2.7388, -3.6836], [-3.4665, -2.9333, -3.5057], [-0.0361, -4.4997, -3.5286], [-0.2101, -4.3630, -1.8377], [-0.2644, -5.9043, -2.6727], [-2.7249, -5.0526, -0.8218], [-4.0150, -5.0526, -2.0010], [-2.0240, -7.3011, -1.8579], [-3.6174, -7.3616, -1.1000], [-4.6298, -6.7959, -3.2271], [-3.6433, -8.2563, -3.4019], [-0.9682, -7.1463, -5.5176], [-1.9253, -8.4367, -4.8526], [-0.9108, -7.5309, -3.7751], [-3.9005, -7.8489, -6.1225], [-3.2769, -6.3934, -6.6234], [-4.6744, -6.2700, -5.6629], [-2.6792, -4.2492, -5.8276], [2.2906, -0.6861, 0.5421], [0.9816, -0.9301, -0.1556], [1.2340, -1.0721, -1.6794], [0.3600, -2.3054, 0.3273], [-0.2259, -2.2944, 1.7794], [-1.2258, -1.1392, 1.7687], [-0.7330, 0.2613, 1.3192], [-2.0206, 1.1633, 1.2372], [0.1559, 0.8901, 2.3431], [-0.0560, 0.1408, -0.0064], [0.3136, 1.3642, -0.4775], [2.3116, -0.5613, 1.6247], [3.1136, -1.3115, 0.1963], [2.5133, 0.3406, 0.2518], [1.7788, -1.9838, -1.9246], [0.3033, -0.9164, -2.2249], [1.8801, -0.2211, -1.8949], [-0.5295, -2.5192, -0.2653], [1.1028, -3.0816, 0.1433], [-0.8287, -3.1943, 1.9016], [0.5645, -2.0922, 2.5021], [-1.6520, -1.0176, 2.7645], [-2.0171, -1.3717, 1.0560], [-2.8021, 0.8454, 0.5471], [-1.7541, 2.1567, 0.8761], [-2.5151, 1.3239, 2.1951], [0.6688, 0.1541, 2.9621], [-0.3564, 1.6284, 2.9601], [0.9503, 1.4755, 1.8802], [-0.4146, 1.5588, -1.0720], [-2.6956, 1.3157, -3.2138], [-3.8548, 1.7683, -4.0808], [-3.4359, 1.9898, -5.5842], [-4.9610, 0.6594, -4.1198], [-5.7988, 0.6262, -2.7819], [-6.3420, 2.0244, -2.5162], [-5.2758, 3.1756, -2.4435], [-6.0346, 4.5360, -2.5630], [-4.6879, 3.0585, -1.0525], [-4.3658, 3.0647, -3.5313], [-3.5445, 4.1934, -3.7113], [-2.0381, 2.1577, -2.9974], [-2.9612, 0.9490, -2.2223], [-2.1834, 0.5101, -3.7399], [-2.5009, 2.5170, -5.7741], [-3.4401, 1.0177, -6.0772], [-4.1407, 2.7191, -5.9836], [-5.5925, 0.7625, -5.0022], [-4.4924, -0.3235, -4.1675], [-6.6400, -0.0435, -2.9612], [-5.0644, 0.2788, -2.0552], [-6.9604, 2.0084, -1.6187], [-7.1174, 2.2939, -3.2334], [-6.5397, 4.5561, -3.5287], [-5.3898, 5.4136, -2.6074], [-6.6953, 4.7593, -1.7253], [-4.2752, 2.1065, -0.7187], [-5.4556, 3.1561, -0.2849], [-4.0360, 3.9133, -0.8724], [-3.8194, 4.5282, -4.5680], [1.4774, 4.5751, 0.8943], [0.3139, 5.0659, 0.4585], [-0.4842, 5.4244, 1.4248], [0.0097, 5.3119, -0.6763], [2.0137, 4.4455, 0.0483], [1.4742, 4.0021, 1.7261], [-1.3829, 5.7917, 1.1464], [-0.0251, 5.7604, 2.2593]], "forces_ev_per_a": [[-1.51, -0.44, 0.26], [-2.23, -0.80, -1.35], [-0.01, 0.02, -0.68], [2.61, -1.00, 3.77], [-0.35, 0.41, -1.03], [0.68, 1.47, -0.12], [-0.56, -2.79, 0.51], [0.76, 0.38, -0.88], [0.97, 0.82, -0.90], [1.79, -0.07, 1.77], [-0.86, 0.01, -1.23], [0.42, -0.15, -0.41], [0.66, 0.00, 0.51], [-0.24, 0.41, 0.02], [0.42, -0.29, 0.03], [0.14, 0.13, -0.30], [-0.15, 0.29, 0.33], [-0.24, -0.09, -0.77], [-0.22, 0.41, 0.30], [-0.94, -0.47, -0.27], [0.74, 1.16, 0.06], [0.30, 0.33, 0.18], [-0.91, -0.34, -0.52], [-0.59, -0.48, 0.10], [-0.91, 0.63, 0.22], [0.57, 0.50, -0.22], [0.02, -0.09, 0.38], [-0.33, 0.19, 0.02], [-0.14, -0.26, 0.21], [0.09, 0.08, 0.15], [0.31, 0.42, -0.40], [-0.29, -0.78, 0.86], [0.21, -1.35, -2.13], [-0.01, 0.02, 0.13], [0.71, 0.90, -0.37], [-0.82, -1.60, 0.34], [1.07, 0.82, -0.31], [-0.73, -1.60, 0.89], [0.09, 0.61, -0.24], [-1.43, 0.10, 2.07], [0.94, -0.19, -0.89], [-0.32, 0.10, 0.12], [-0.28, 0.16, 0.07], [-0.08, 0.28, -0.40], [0.97, 0.19, -0.12], [-0.35, 0.26, 1.26], [-0.05, 0.62, 0.65], [-0.13, 0.63, 0.42], [0.17, -0.62, -0.52], [-0.06, 0.53, -0.04], [0.09, -0.56, -0.35], [0.29, 0.90, -0.43], [0.39, 0.42, 0.00], [-0.07, 0.41, -0.20], [-0.09, 0.12, 0.30], [0.19, -0.49, 0.20], [-0.53, 0.45, 0.39], [-0.28, -0.64, -0.39], [-0.32, -0.07, -0.37], [0.37, -0.01, -0.44], [-0.44, 0.69, -0.99], [0.23, 0.83, 0.36], [0.65, 1.21, 0.14], [-0.30, -0.90, 0.96], [-0.89, -0.49, -0.87], [0.04, 0.78, -0.28], [1.33, 0.53, -1.19], [-0.38, 0.23, -0.24], [0.30, 0.03, 1.35], [-0.15, -1.20, -1.93], [0.34, -0.31, 0.00], [0.04, -0.02, 0.22], [0.15, -0.34, 0.72], [-0.06, 0.29, 0.34], [-0.08, -0.85, -0.18], [-0.47, -0.55, 0.91], [0.19, 0.03, -0.27], [0.24, -0.56, -0.22], [0.02, 0.78, -0.30], [-0.38, -0.41, -0.80], [-0.71, 0.13, 0.50], [0.33, -0.06, 0.56], [0.32, 0.29, -0.23], [0.16, -0.18, 0.95], [-0.18, -0.12, 0.20], [0.95, 0.16, -0.19], [0.02, 0.15, 0.11], [-0.59, -0.04, -0.26], [-0.24, -0.26, 0.12], [-0.51, 0.22, 0.86], [-0.96, -1.91, -0.93], [1.13, 1.23, -0.48], [-0.81, -0.48, 1.03], [1.80, -0.24, -1.62], [-0.47, -0.20, 1.95], [0.33, 0.99, -1.46], [-0.58, -0.39, 1.15], [2.17, -0.54, -0.15], [1.03, -0.13, 0.68], [-1.84, 1.62, 1.72], [-0.69, -0.66, -0.41], [-0.05, -0.63, 0.00], [0.57, 0.95, 0.47], [0.28, 0.42, 0.19], [0.32, 0.02, 0.11], [-0.11, -0.39, -0.04], [-0.18, -0.06, -0.20], [-0.15, -0.25, 0.17], [-0.46, 0.01, 0.38], [-0.59, -0.03, -0.18], [0.30, 0.23, -0.31], [-0.43, -0.18, -0.87], [0.79, 0.59, -0.15], [-0.45, 0.24, 0.03], [0.19, -0.06, -0.25], [-0.58, 0.04, -0.12], [0.29, -0.06, -0.14], [-0.51, -0.10, 0.31], [-0.33, 0.03, -0.99], [0.13, -0.01, 0.19], [-0.46, 0.14, 0.35], [-1.00, 0.40, -0.07], [-0.10, 0.69, -0.95], [0.09, 0.40, -0.59], [0.20, 0.21, 1.13], [-1.25, 0.81, -0.40], [2.50, -2.29, -0.30], [-0.35, 0.19, -0.26], [-0.25, 0.61, -0.28], [2.29, -1.14, -0.03], [-0.69, 0.67, -0.62], [-0.56, 0.03, 0.40], [0.26, -0.27, 0.13], [0.33, -0.39, 0.34], [-0.27, 0.40, 0.68], [0.24, -0.73, 0.07], [0.34, -0.03, 0.12], [-0.02, -0.04, -0.12], [0.06, 0.38, 0.21], [-0.08, -0.10, 0.00], [-0.11, -0.49, 0.05], [0.01, 0.63, -0.73], [-0.63, -0.39, -0.04], [-0.72, 0.09, 0.21], [0.77, -0.28, -0.04], [-0.06, 0.12, 0.79], [-0.14, -0.34, -0.12], [-0.03, 0.12, 0.11], [0.02, 0.16, 0.06], [-0.48, 0.49, -0.14], [0.09, -0.29, -0.42], [0.54, -1.34, -0.37], [-0.64, 0.85, -0.63], [0.65, 0.56, -0.03], [-0.73, 0.69, -1.69], [-0.79, -0.31, 0.03], [0.07, 0.02, 1.20], [0.13, 0.84, -0.50], [-0.03, 0.59, 1.62], [1.09, -0.83, -0.83], [-0.71, 0.77, -0.13], [0.15, 0.23, 0.28], [0.02, -0.29, 0.04], [-0.04, -0.05, 0.00], [0.78, -0.23, 0.38], [-0.34, -0.05, 0.62], [0.39, 0.50, -0.02], [-0.15, -0.02, 0.16], [0.06, 0.06, -0.29], [0.08, -0.46, 0.37], [0.40, 0.24, 0.21], [-0.66, -0.50, 0.18], [0.17, 0.26, 0.78], [0.32, -0.49, -0.02], [0.13, -0.69, -0.01], [-0.55, -0.22, -0.45], [0.03, -0.21, -0.14], [-0.33, -0.21, -0.32], [-0.01, 0.22, -0.10], [-0.20, 0.31, -0.19], [-0.92, -0.80, -1.88], [1.08, 0.06, -0.78], [1.42, 0.10, 0.16], [-1.76, 0.03, 0.49], [0.99, -1.17, 1.10], [-0.28, -0.35, -0.67], [3.36, -0.69, 0.64], [-0.14, -0.26, -0.25], [0.13, 1.53, -0.69], [-3.05, 1.90, -0.08], [0.36, -0.27, -0.03], [-0.06, 0.07, 0.41], [0.62, 0.12, 0.08], [-0.33, 0.16, 0.25], [-0.30, -0.19, 0.55], [-0.22, -0.32, -0.43], [-0.35, -0.15, -0.07], [0.42, 0.33, -0.34], [-0.10, -0.44, -0.51], [-0.01, 0.11, 0.56], [0.30, 0.50, 0.25], [-0.47, 0.20, 0.00], [0.53, 0.09, -0.14], [-0.53, -0.91, -0.64], [-0.17, 0.47, 0.49], [-0.38, 0.15, 1.06], [0.22, 0.38, -0.29], [0.21, -0.35, 0.67], [-0.61, -0.18, 0.55], [0.19, -0.06, -0.46], [-0.14, -0.39, 0.38], [1.22, -0.81, -0.73], [-0.68, 0.42, -0.01], [-2.88, -1.01, 2.11], [-0.71, 0.24, -1.61], [0.36, 0.87, 1.09], [-0.03, -0.77, -0.48], [-0.76, 0.50, 0.85], [-0.97, 0.16, -0.86], [1.99, 2.99, 0.63], [0.23, 0.17, 0.37], [-0.21, -0.37, -0.67], [0.32, 0.90, -0.32], [0.05, 0.22, 0.04], [0.73, -0.18, 0.37], [-0.24, 0.17, -0.01], [-0.60, -0.11, 0.12], [0.67, -0.68, -0.09], [-0.29, 0.47, -0.14], [0.68, -0.13, 0.51], [-0.41, -0.22, -0.12], [0.69, -0.57, -0.15], [0.28, -0.76, -0.21], [0.14, -0.21, 0.04], [0.26, -0.19, -0.20], [0.22, -0.09, -0.31], [0.27, 0.11, 0.23], [0.22, 0.52, -0.24], [-0.15, -0.08, -0.34], [-0.48, -1.19, -0.32], [1.29, 1.01, -0.61], [1.09, 0.62, 2.26], [-0.08, -0.33, -1.35], [-0.38, 0.00, -1.15], [1.14, 1.18, -0.29], [-0.44, -1.33, 0.35], [-0.91, -1.31, 0.02], [0.17, -1.32, -0.71], [0.80, 0.70, -0.66], [-0.58, 1.28, 1.05], [-0.03, -0.21, 0.13], [-0.49, -0.20, 0.25], [0.50, -0.08, -0.13], [-0.61, -0.62, 0.64], [-0.22, 0.40, -0.37], [-0.76, 0.12, 0.32], [-0.42, -0.22, 0.41], [0.48, 0.36, -0.27], [-0.32, 0.10, 0.27], [0.09, -0.21, 0.21], [-0.15, -0.07, -0.18], [-0.15, 0.04, -0.60], [-0.36, -0.13, -0.36], [0.03, 0.27, 0.10], [0.33, -0.34, -0.09], [-0.17, 0.38, 0.02], [-0.22, -0.26, 0.81], [0.40, 0.26, 0.01], [-0.19, -0.34, 0.39], [0.25, 0.35, -0.42], [0.49, 1.77, 0.03], [-1.59, -1.74, -0.11], [0.38, 1.12, 1.18], [-0.56, 0.97, 0.59], [0.38, 1.31, -1.88], [0.09, 0.53, -0.16], [-0.99, -0.31, -0.24], [0.58, 0.16, -0.89], [1.26, 0.73, 0.72], [-1.55, -2.93, 1.37], [0.82, 1.32, -0.41], [-0.35, -0.77, 0.13], [-0.16, -0.15, 0.06], [0.52, 0.19, -0.32], [-0.23, -0.10, -0.08], [0.01, -0.43, 0.01], [0.13, 0.00, -0.57], [0.12, -0.05, -0.57], [0.07, -0.08, 0.11], [0.54, -0.24, 0.58], [-0.12, -0.56, 0.33], [-0.24, 0.05, 0.03], [-0.27, -0.27, 0.13], [0.13, -0.57, -0.16], [0.22, 0.19, 0.11], [0.31, -0.36, 0.25], [-0.14, 0.01, 0.26], [-0.22, -0.25, 0.36], [0.08, 0.02, -0.28], [0.13, 0.43, -0.39], [0.56, -0.31, 0.00], [0.05, 0.68, -0.09], [-0.11, 0.64, 1.13], [-0.31, 0.63, 1.42], [0.86, 0.99, -2.16], [-0.26, 0.36, -0.12], [-1.71, -0.39, 1.02], [0.52, 0.00, -0.24], [0.10, 0.76, 1.28], [-1.13, -1.02, -1.81], [0.52, -0.73, 0.28], [0.29, 0.04, -0.45], [-0.47, -0.20, -0.06], [0.46, -0.01, 0.13], [0.36, -0.48, 0.53], [-0.06, 0.25, -0.29], [-0.60, -0.58, -0.39], [-0.12, 0.24, 0.05], [0.38, 0.06, -0.34], [0.20, -0.32, 0.52], [-0.63, -0.13, 0.48], [0.40, 0.19, 0.56], [0.26, -0.14, -0.73], [-0.44, -0.14, 0.13], [0.51, -0.28, 0.15], [-0.30, -0.50, -0.10], [0.65, -0.06, -0.73], [-0.52, 0.38, -0.18], [0.57, -0.31, 0.07], [0.00, 0.25, -0.11], [1.12, -0.15, -0.98], [0.24, 0.63, -0.32], [-2.50, 0.70, 3.32], [0.17, -0.39, -2.86], [0.96, -0.95, 0.66], [0.46, -0.17, -0.51], [0.31, 0.17, 0.20], [-0.58, -0.02, 0.06]]}